Version one
C2H4ClO | wB97M-V/def2-TZVPD

## Properties
molecular weight = 79.5 g/mol
HOMO = -15.9 eV

Geometry as ORCA input:
```
! RIJCOSX wB97M-V def2-TZVPD def2/J DEFGRID3
* xyz 1 1
C -0.35 1.08 -0.45
C 0.41 -1.14 -0.30
O -0.46 -0.12 -0.12
Cl 2.46 0.06 -0.01
H -1.19 1.78 -0.08
H 0.66 1.40 -0.88
H 0.84 -1.24 -1.30
H 0.38 -2.04 0.21
*
```

---

Version two
C2H4ClO | wB97M-V/def2-TZVPD

## Properties
molecular weight = 79.5 g/mol
HOMO = -13.7 eV

Geometry as ORCA input:
```
! RIJCOSX wB97M-V def2-TZVPD def2/J DEFGRID3
* xyz 1 1
C -1.81 1.30 0.36
C 1.83 -1.23 -0.41
O -1.15 0.41 -0.02
Cl 1.96 -2.70 -1.00
H -2.86 1.36 0.26
H -1.37 2.09 0.96
H 1.92 -0.21 -0.86
H 1.48 -1.01 0.70
*
```

---

Ordering by calculated energy gives the sequence version two, version one, with the first entry being the most stable.

---

Version one
C2HBr2ClOS | wB97M-V/def2-TZVPD

## Properties
molecular weight = 268.4 g/mol
HOMO = -10.0 eV

Geometry as ORCA input:
```
! RIJCOSX wB97M-V def2-TZVPD def2/J DEFGRID3
* xyz 0 1
C -0.37 0.39 -0.02
C 0.94 0.84 0.02
O -2.11 -1.27 -0.94
S -0.74 -1.28 -0.60
Cl -0.44 -2.01 1.30
Br 1.51 2.66 0.33
Br 2.30 -0.43 -0.40
H -1.09 1.10 0.32
*
```

---

Version two
C2HBr2ClOS | wB97M-V/def2-TZVPD

## Properties
molecular weight = 268.4 g/mol
HOMO = -10.1 eV

Geometry as ORCA input:
```
! RIJCOSX wB97M-V def2-TZVPD def2/J DEFGRID3
* xyz 0 1
C -0.31 0.18 -0.41
C 0.86 0.86 -0.38
O -1.77 -1.99 -0.36
S -0.45 -1.55 0.10
Cl -0.57 -1.21 2.16
Br 0.83 2.75 -0.58
Br 2.51 0.03 -0.17
H -1.11 0.93 -0.36
*
```

---

Ordering by calculated energy gives the sequence version two, version one, with the first entry being the most stable.